[1]
Molecular formula: C48H64MgP4Se2Si
Method: DFT, wB97M-V/def2-TZVPD

Structure (ORCA input):
```
! wB97M-V def2-TZVPD RIJCOSX def2/J DEFGRID3
* xyz 0 1
H 1.876 -5.320 -3.763
P 1.195 -2.640 -1.830
H 0.536 1.869 -1.993
Se -1.854 -0.506 -2.176
C 1.408 -4.220 -0.842
H -0.196 5.825 0.579
Si 1.456 -0.442 0.803
C -2.234 -3.748 2.931
C -5.545 2.099 -2.984
H -0.287 3.310 -5.441
C -0.449 5.460 1.576
C 4.041 -0.032 -0.367
C 1.814 -3.828 4.087
C 2.135 1.011 1.904
C 0.284 -5.198 -1.199
H 1.903 -4.588 4.855
H 0.407 -1.324 -4.270
H -3.263 -1.876 3.168
C -1.102 4.792 -4.113
H -2.077 -2.546 0.426
C 5.063 -0.105 -1.303
H -1.756 2.486 2.832
H 0.318 1.013 4.176
C 2.192 4.467 -0.385
C -2.508 3.953 -2.349
H -0.623 5.624 -4.616
H 1.922 5.328 0.228
H 1.740 4.304 2.722
H -3.761 -2.812 0.888
C 3.175 3.015 3.609
C 3.195 0.760 2.791
H 0.211 -5.979 -0.437
H 4.157 0.658 0.460
H 2.116 -1.546 -4.637
C -1.536 2.432 -3.940
C 0.497 -2.120 2.982
H -3.098 -4.338 2.611
H -1.389 1.424 -4.301
C -2.458 -2.286 2.553
H -0.529 3.483 3.634
H -1.735 3.930 0.873
H -7.430 2.796 -3.728
C 1.563 -1.854 2.101
C 1.155 -2.057 -4.575
H 0.392 5.653 2.240
C -5.087 -0.245 -3.293
H 5.953 0.503 -1.190
H 3.781 -4.164 3.286
C -2.881 -2.194 1.081
C 2.735 -2.612 2.235
P -3.111 1.238 -1.952
H -2.038 6.026 -2.628
H 2.931 -5.530 -1.702
H 0.196 -3.698 -3.643
H -5.240 3.072 -2.616
H 3.591 -4.161 -0.797
H 2.974 3.908 0.130
H -2.540 -2.066 5.275
C 3.782 -1.721 -2.514
H 0.893 -2.407 -5.577
C -0.920 3.498 -4.582
C 2.749 -1.682 -1.571
H 2.250 -4.321 -5.160
H -2.134 4.148 3.304
H 0.784 -0.398 5.117
H -2.117 -3.895 4.005
C 4.926 -0.949 -2.388
H -0.683 -4.689 -1.253
H -2.088 0.319 4.332
H 5.702 -1.006 -3.144
H -1.350 -4.151 2.434
C 1.608 2.321 1.892
H 3.560 -2.434 1.550
C -1.898 5.018 -2.999
C -6.774 1.943 -3.605
C -4.697 1.004 -2.826
P -1.022 -1.102 2.807
C 0.998 3.567 -0.693
C -0.025 0.317 4.943
H 1.206 -3.879 0.173
C 2.193 -4.324 -4.067
C 1.193 -3.248 -3.605
H -3.136 -1.169 0.800
C -1.347 3.497 2.913
H -6.622 -1.372 -4.283
H -1.290 6.058 1.940
Se -3.471 1.788 0.090
C 2.782 -4.894 -0.828
C -6.321 -0.398 -3.916
C -0.874 3.995 1.547
C 2.139 3.300 2.741
H -0.953 -1.916 6.055
H 3.700 -2.357 -3.379
H 3.199 -4.175 -3.684
H -0.193 0.873 5.869
H -0.164 -3.300 4.663
H 0.461 -5.688 -2.158
C 0.644 -3.096 3.973
H 2.611 4.841 -1.324
H 3.567 3.786 4.263
H 4.528 1.492 4.301
C 2.865 -3.589 3.209
C 3.711 1.733 3.631
H -3.105 4.126 -1.462
Mg -0.796 0.250 0.132
H -2.230 -0.765 6.422
C -1.783 -1.357 5.620
P 0.218 2.711 0.765
C -1.300 -0.420 4.514
C 2.863 -0.787 -0.465
H 2.873 -5.528 0.060
C -2.334 2.654 -2.819
H -4.427 -1.093 -3.171
C 1.391 2.489 -1.714
H 3.628 -0.232 2.833
H 1.778 2.952 -2.626
H -8.124 0.571 -4.554
H 2.172 1.835 -1.310
C -7.162 0.693 -4.071
H 0.184 4.163 -1.118
*
```

Properties
**Energy**: -231989.878 eV
**HOMO-LUMO gap**: 7.30 eV
**HOMO energy**: -6.77 eV



[2]
Molecular formula: C48H65NO29
Method: DFT, wB97M-V/def2-TZVPD

Structure (ORCA input):
```
! wB97M-V def2-TZVPD RIJCOSX def2/J DEFGRID3
* xyz 0 1
C -3.088 0.114 1.096
C 4.889 0.252 -4.527
H 4.289 0.599 -10.021
H 2.518 2.837 1.780
H 9.380 -0.048 -9.134
H -10.171 2.430 8.620
C -11.244 -0.737 7.731
H 4.452 1.678 2.207
C 5.489 -1.101 -4.763
H 3.231 -2.060 3.099
H 3.578 0.094 0.881
O 4.304 -1.869 -7.137
O 2.326 1.706 5.679
H 6.719 -0.591 -6.466
C 0.278 2.314 1.762
C 8.849 -1.003 -9.100
C -4.068 3.790 6.258
H -11.819 1.276 7.208
H 4.798 -1.760 -5.285
C -10.206 -0.414 5.782
H 8.589 -1.933 -11.984
O 3.506 -0.063 -8.246
C 2.939 0.692 5.490
C -0.533 0.930 -0.433
C -2.351 1.511 1.475
O 2.184 3.835 -4.839
C 1.703 2.310 1.164
H -3.804 -0.363 1.866
H 3.349 -1.253 -11.233
C -5.614 -2.249 3.460
O -9.975 0.709 6.515
H -9.509 -2.814 5.230
H 0.444 4.671 -5.531
C 2.236 1.219 -9.860
O -6.431 -1.283 2.961
H -3.688 4.285 7.155
H 4.261 0.585 -5.356
C -7.470 -2.311 4.710
O 4.109 0.036 -3.357
H 8.397 -1.074 -8.108
C 2.204 2.580 -5.370
H 0.261 2.429 -3.434
C -7.747 -1.582 3.426
H -1.793 -3.325 4.005
C -10.943 0.722 7.563
H 3.566 1.239 -1.738
C 6.509 0.332 -11.366
H 1.312 0.905 -9.365
H 7.210 -2.071 -5.616
O -6.247 -2.984 4.416
O 3.429 0.303 4.279
C -10.382 1.374 8.807
C 2.002 1.631 -0.218
C 8.316 -0.962 -11.566
H -3.751 4.361 5.382
O 0.172 -4.114 5.785
H -3.104 -3.865 6.545
H 4.826 -2.683 3.572
C 4.708 -0.975 -2.668
H 1.144 6.034 -3.608
H -5.079 1.862 4.705
H 1.110 0.433 -2.044
H -2.255 -5.171 5.686
C 0.883 0.928 -1.046
O -11.099 -1.231 6.403
H -8.247 -2.199 2.673
H 2.850 -2.051 5.606
H -0.860 -2.711 6.870
O 3.233 -0.222 6.456
H -0.398 5.253 -3.201
O 6.915 0.063 -10.093
H -1.906 -4.876 7.379
O 4.439 -1.274 -1.536
H 1.138 4.640 -2.545
H 7.170 -1.971 -10.039
H 9.572 -1.814 -9.213
C -0.832 1.616 0.950
C 4.374 0.768 0.384
C 3.549 1.685 -0.678
H -10.530 -1.259 8.374
O 1.961 -3.605 4.485
C 0.828 -3.402 4.827
H 4.445 -1.912 6.381
H -8.280 -3.808 6.030
H 3.943 2.766 -0.696
C -2.809 -0.506 -0.161
H -9.433 0.914 9.098
C 4.255 -1.778 3.354
C 6.818 -1.059 -5.484
C 3.341 0.211 -9.637
N 5.116 1.601 1.409
O -9.687 -0.654 4.726
H -0.865 2.803 -4.760
C 7.780 -1.069 -10.169
H -11.081 1.300 9.643
H 5.260 2.538 0.994
C 3.908 -1.357 -8.148
C 0.656 5.073 -3.426
H -8.317 -0.675 3.573
C 3.701 -1.387 5.780
H 9.170 -0.283 -11.655
O 3.802 -1.998 -9.345
C 0.812 4.169 -4.629
H 0.034 2.782 2.777
H -3.402 1.720 4.131
H -2.471 2.345 6.261
C 4.280 -0.817 4.521
C -8.547 -3.304 5.097
H 5.631 1.027 -4.309
O 7.216 -0.398 -12.271
H 7.564 -0.508 -4.902
O -2.899 2.466 2.088
H 1.983 -1.430 -10.106
C 3.037 -1.148 -10.193
C -1.046 -3.417 6.052
H -1.858 -1.781 4.886
C 0.182 2.819 -4.454
H -8.650 -4.086 4.339
C -2.147 -4.381 6.435
H -12.254 -0.916 8.103
H -3.311 -1.506 -0.402
H 5.298 -0.441 4.680
H 2.509 2.184 -9.424
O -1.879 0.139 -2.422
H 2.038 1.361 -10.924
H 5.086 0.036 -0.142
O 5.643 1.111 -11.650
H -7.283 -1.614 5.536
O 0.030 -2.431 4.304
O -4.479 -0.635 7.490
C -1.293 -2.705 4.755
O -4.088 1.590 7.272
C -4.225 0.316 6.805
O -4.041 0.268 5.456
O 0.974 2.001 -5.310
O -4.481 -2.428 3.103
H 4.678 -1.305 2.464
C -4.055 1.605 4.996
H -5.159 3.818 6.324
C -3.565 2.364 6.193
O 5.649 -1.597 -3.429
C -1.762 0.193 -1.169
O 3.180 2.052 -5.826
*
```

Properties
**Energy**: -111694.725 eV
**HOMO-LUMO gap**: 7.55 eV
**Structure (SMILES)**: NCCc1ccc2c(c1)C(=O)C=CC2=O.C[C@@H]1COC(=O)O1.C[C@@H]1COC(=O)O1.C[C@@H]1COC(=O)O1.C[C@@H]1COC(=O)O1.C[C@@H]1COC(=O)O1.C[C@@H]1COC(=O)O1.C[C@@H]1COC(=O)O1.C[C@@H]1COC(=O)O1.C[C@@H]1COC(=O)O1
**HOMO energy**: -8.34 eV